The following is a quantum chemistry calculation of a 7-piece molecular cluster, C14H34F2N2O8S2 overall at a distorted geometry, from the OMol25 dataset.

The HOMO energy is -9.81 eV. For the HOMO-LUMO gap, the calculation gives 0.35991 Ha. The value obtained for the LUMO energy is -0.020 eV.

Structure (ORCA input):
```
! RIJCOSX wB97M-V def2-TZVPD def2/J DEFGRID3
* xyz 0 1
N 5.0246 24.3604 21.5696
H 4.0236 24.3406 21.8624
H 5.5829 24.5672 22.4051
H 5.1838 25.1119 20.8485
H 5.3696 23.4741 21.1911
N 5.5246 26.2205 19.6740
S 4.9079 26.5028 18.2735
O 4.7574 25.3683 17.3966
O 5.1957 27.7535 17.6600
F 3.3728 26.6803 18.7457
S 7.1336 26.0557 19.1080
O 7.8572 27.2722 18.9266
O 7.4707 24.8998 18.3103
F 7.6070 25.5517 20.5564
C 3.8579 19.9376 22.9664
C 4.9621 20.5624 22.4113
C 6.2168 19.9783 22.5193
C 6.3979 18.8827 23.3471
C 5.3048 18.3086 23.9688
C 4.0389 18.8609 23.8329
H 2.8570 20.3103 22.7896
H 4.8309 21.4223 21.7678
H 7.0926 20.3982 22.0396
H 7.3864 18.4427 23.3690
H 5.3765 17.3521 24.4727
H 3.1343 18.3643 24.1590
C 5.6986 23.2048 24.9149
C 6.3704 24.5490 25.0932
O 6.7588 25.1345 23.8528
H 6.3381 22.4836 24.4098
H 4.7572 23.3145 24.3693
H 5.4367 22.8023 25.8935
H 7.1752 24.3404 25.8101
H 5.8054 25.3202 25.6269
H 7.3339 25.8934 23.9858
C 5.4253 21.5125 17.7061
C 6.0306 21.4176 19.1075
O 6.2531 22.6670 19.7354
H 4.7892 22.3847 17.5693
H 4.8720 20.5855 17.5548
H 6.2586 21.5866 17.0087
H 6.9953 20.8864 19.0785
H 5.5653 20.7679 19.8513
H 6.7493 23.2834 19.1684
C 4.6608 29.3105 23.4454
C 4.7147 28.0843 22.5486
O 5.7392 28.2369 21.5778
H 4.4068 30.1949 22.8674
H 5.5631 29.4204 24.0508
H 3.9449 29.1957 24.2662
H 3.7891 27.9317 21.9793
H 4.8986 27.1777 23.1399
H 5.7195 27.4682 20.9751
C 0.4521 24.3412 21.9555
C 1.6972 25.2153 22.0098
O 2.6787 24.5654 22.8536
H 0.7023 23.3014 21.7400
H -0.3036 24.6978 21.2583
H 0.0054 24.2520 22.9505
H 1.5805 26.2062 22.4491
H 2.0979 25.3384 21.0031
H 2.4256 24.6037 23.7789
*
```

Charges in e, computed with natural (NBO), in the same order as the atoms: N -0.943; H 0.447; H 0.448; H 0.449; H 0.453; N -1.185; S 2.449; O -0.913; O -0.879; F -0.523; S 2.403; O -0.837; O -0.895; F -0.517; C -0.209; C -0.230; C -0.206; C -0.217; C -0.208; C -0.213; H 0.211; H 0.201; H 0.220; H 0.217; H 0.216; H 0.215; C -0.635; C -0.067; O -0.756; H 0.228; H 0.196; H 0.227; H 0.167; H 0.163; H 0.498; C -0.649; C -0.062; O -0.788; H 0.236; H 0.214; H 0.216; H 0.156; H 0.179; H 0.511; C -0.626; C -0.063; O -0.746; H 0.221; H 0.211; H 0.203; H 0.152; H 0.141; H 0.485; C -0.638; C -0.073; O -0.772; H 0.219; H 0.228; H 0.202; H 0.183; H 0.195; H 0.493


The following is a quantum chemistry calculation of a 3-piece molecular cluster, C14H34N3O4 overall at a distorted geometry, from the OMol25 dataset.

The HOMO energy is -10.54 eV. For the HOMO-LUMO gap, the calculation gives 0.22493 Ha. The value obtained for the LUMO energy is -4.422 eV.

Structure (ORCA input):
```
! RIJCOSX wB97M-V def2-TZVPD def2/J DEFGRID3
* xyz 1 1
C -2.9998 2.5289 4.3018
C -4.1516 1.3789 4.5112
N -3.6739 -0.0390 4.2715
C -2.3396 -0.4101 4.4731
N -1.6090 -0.9856 3.2810
C -0.1045 -0.9302 3.4236
C 0.4580 -1.0926 4.9548
C -0.3122 0.0406 5.8715
N -1.7987 -0.2416 5.8750
H -2.4433 2.6472 5.3450
H -2.1926 2.2735 3.4940
H -3.5431 3.5185 3.9715
H -5.0548 1.5885 3.7954
H -4.4747 1.4408 5.6587
H -4.3109 -0.8222 3.9359
H -1.8455 -0.3306 2.4773
H 0.2766 0.0661 2.8954
H 0.3193 -1.8527 2.7950
H 1.6274 -0.8549 4.9213
H 0.2978 -2.1611 5.4079
H -0.1471 1.0735 5.3451
H 0.1057 -0.0307 6.9631
H -2.2284 0.5882 6.3718
C 1.6972 0.4969 -1.1440
O 0.8818 1.2137 -2.0651
C -0.4847 0.7900 -2.0273
C -1.3406 1.7279 -1.1666
O -0.9387 1.6940 0.2060
C -0.0822 2.7785 0.5512
H 2.6178 1.0643 -0.9891
H 1.2093 0.3579 -0.1757
H 1.9512 -0.4813 -1.5687
H -0.5587 -0.2463 -1.6777
H -0.8580 0.8213 -3.0560
H -2.3781 1.3850 -1.2046
H -1.3141 2.7541 -1.5534
H -0.6831 3.6794 0.7155
H 0.6677 2.9781 -0.2202
H 0.4340 2.5254 1.4805
C 2.7498 -0.2640 -4.7242
O 3.4791 -0.8715 -5.7854
C 3.8667 -2.2151 -5.4809
C 2.9035 -3.2332 -6.1041
O 1.5912 -3.1256 -5.5444
C 0.7098 -2.3618 -6.3622
H 2.2203 0.6030 -5.1257
H 2.0163 -0.9424 -4.2804
H 3.4487 0.0748 -3.9505
H 3.9474 -2.3580 -4.3971
H 4.8620 -2.3663 -5.9112
H 3.2662 -4.2394 -5.8774
H 2.8695 -3.1290 -7.1957
H 0.3433 -2.9856 -7.1845
H 1.1910 -1.4683 -6.7710
H -0.1407 -2.0497 -5.7512
*
```

Charges in e, computed with natural (NBO), in the same order as the atoms: C -0.655; C -0.233; N -0.675; C 0.764; N -0.580; C -0.259; C -0.440; C -0.256; N -0.573; H 0.211; H 0.224; H 0.267; H 0.253; H 0.211; H 0.453; H 0.434; H 0.220; H 0.243; H 0.261; H 0.249; H 0.204; H 0.251; H 0.421; C -0.258; O -0.550; C -0.091; C -0.091; O -0.577; C -0.259; H 0.197; H 0.165; H 0.178; H 0.174; H 0.199; H 0.186; H 0.186; H 0.175; H 0.200; H 0.174; C -0.257; O -0.551; C -0.089; C -0.090; O -0.557; C -0.258; H 0.194; H 0.175; H 0.166; H 0.170; H 0.190; H 0.187; H 0.179; H 0.173; H 0.184; H 0.183


The following is a quantum chemistry calculation of C14H34NO3P2ReSi as an isolated structure at a distorted geometry, from the OMol25 dataset.

The HOMO energy (alpha / beta) is -8.82 / -10.32 eV. The expectation value of S² is 3.77. For the HOMO-LUMO gap (alpha / beta), the calculation gives 0.23037 / 0.23086 Ha. The value obtained for the energy relative to the best compared isomer or geometry (same formula, charge and spin) is 0.0000 eV. The value obtained for the LUMO energy (alpha / beta) is -2.555 / -4.040 eV.

Structure (ORCA input):
```
! RIJCOSX wB97M-V def2-TZVPD def2/J DEFGRID3
* xyz 1 4
C -1.6226 3.3900 -2.1633
C -1.3446 2.3241 -1.3115
N -0.0736 1.9332 -1.0978
C 0.9395 2.7511 -1.4667
C 0.7121 3.8482 -2.2936
C -0.5862 4.1724 -2.6543
C -2.4660 1.6010 -0.6063
P -1.8348 0.3408 0.5806
Re 0.3483 0.0560 0.1269
P 2.3681 1.0067 0.1619
C 2.3261 2.4792 -0.9588
O -2.3457 -1.2329 -5.6382
O -0.0234 -1.0422 -1.9223
H -2.6650 3.5933 -2.3911
H 1.5759 4.4249 -2.6181
H -0.7889 5.0278 -3.2936
C -2.7221 0.6988 2.1228
C -3.4846 -2.0761 -1.1045
H 3.0245 2.3063 -1.7894
H 2.7050 3.3343 -0.3795
H -3.0779 1.1096 -1.2808
H -3.0812 2.3071 -0.0248
C 3.1547 1.6515 1.6635
C 3.6804 -0.0088 -0.5985
H -3.3050 -3.1563 -1.0318
H 0.2229 -1.9859 -1.8518
H -2.9956 -1.7237 -6.0838
H -2.3003 -0.3896 -6.1221
H 0.1539 0.8021 1.5550
H 0.7751 -0.6270 -2.4354
H -3.7949 0.8509 1.9378
H -2.5811 -0.1546 2.7997
H -2.2671 1.5967 2.5606
H -4.5164 -1.8638 -0.7999
H -2.7967 -1.5315 -0.4285
H -3.3212 -1.7459 -2.1388
H 4.6165 0.1567 -0.0526
H 3.4037 -1.0694 -0.5303
H 3.8056 0.2772 -1.6497
H 4.2291 1.4342 1.6383
H 2.9843 2.7329 1.7199
H 2.6988 1.1631 2.5337
C 2.4077 -3.3633 2.3955
Si 0.7449 -2.5139 2.2882
C -0.6775 -3.7256 2.1112
C 0.4648 -1.4131 3.7903
O 0.7432 -1.5765 0.8956
H 2.4504 -4.0148 3.2813
H 3.2272 -2.6350 2.4728
H 2.5912 -3.9867 1.5091
H -0.8522 -4.2490 3.0629
H -1.6089 -3.2182 1.8236
H -0.4518 -4.4816 1.3461
H 1.3046 -0.7211 3.9436
H -0.4559 -0.8182 3.7096
H 0.3832 -2.0453 4.6875
*
```

Charges in e, computed with natural (NBO), in the same order as the atoms: C -0.236; C 0.270; N -0.502; C 0.257; C -0.244; C -0.118; C -0.753; P 0.668; Re 0.536; P 1.067; C -0.753; O -0.938; O -0.909; H 0.239; H 0.237; H 0.241; C -0.935; C -0.868; H 0.261; H 0.261; H 0.262; H 0.254; C -0.945; C -0.946; H 0.220; H 0.514; H 0.471; H 0.469; H -0.061; H 0.503; H 0.250; H 0.253; H 0.240; H 0.215; H 0.202; H 0.219; H 0.239; H 0.250; H 0.237; H 0.246; H 0.247; H 0.260; C -1.142; Si 1.876; C -1.140; C -1.139; O -1.018; H 0.252; H 0.238; H 0.244; H 0.248; H 0.242; H 0.244; H 0.235; H 0.232; H 0.251


The following is a quantum chemistry calculation of C14H34NO7S2 as an isolated structure, from the OMol25 dataset.

The HOMO energy is -5.82 eV. For the HOMO-LUMO gap, the calculation gives 0.31323 Ha. The value obtained for the LUMO energy is 2.705 eV.

Structure (ORCA input):
```
! RIJCOSX wB97M-V def2-TZVPD def2/J DEFGRID3
* xyz -1 1
C -1.2464 5.2606 -3.2459
O -1.8080 4.5740 -2.1576
C -2.2306 3.2636 -2.4658
C -1.1711 2.3191 -3.0028
C -0.0551 1.8996 -2.0102
C -0.0456 2.5934 -0.6474
C 0.8475 1.8146 0.3221
S 0.5131 2.2202 2.0477
O -0.5164 3.2265 2.0664
O 1.7815 2.5794 2.6170
N -0.1512 0.8930 2.6761
S 0.8573 -0.2834 3.0174
O 1.4621 -0.2202 4.3138
O 1.7199 -0.6544 1.9136
H -1.8856 5.1992 -4.1339
H -0.2510 4.8849 -3.4993
H -1.1384 6.2989 -2.9440
H -3.0527 3.3156 -3.1944
H -2.6320 2.8252 -1.5553
H -0.7369 2.7017 -3.9258
H -1.7184 1.4213 -3.2956
H -0.1101 0.8207 -1.8702
H 0.9116 2.0866 -2.4809
H -1.0312 2.6609 -0.2008
H 0.3626 3.5939 -0.7657
H 1.9041 2.0237 0.1873
H 0.6668 0.7507 0.2181
H -0.0558 -1.2688 3.1074
C 5.3786 -5.6447 1.0704
C 6.2586 -4.4150 0.9040
O 5.6795 -3.3914 0.1254
C 4.4663 -2.8429 0.6422
C 4.5879 -2.2181 2.0163
H 5.0484 -6.0103 0.0967
H 5.9362 -6.4378 1.5716
H 4.4930 -5.4321 1.6698
H 7.1741 -4.6900 0.3765
H 6.5582 -4.0315 1.8869
H 3.6781 -3.6041 0.6386
H 4.1732 -2.0838 -0.0817
H 4.7953 -2.9624 2.7894
H 3.6489 -1.7220 2.2636
H 5.3927 -1.4811 2.0333
C -4.0198 0.9204 0.8737
C -4.6527 0.5429 -0.4543
O -4.0438 -0.5731 -1.0863
C -4.0545 -1.7775 -0.3442
C -5.4478 -2.2920 -0.0196
H -2.9405 1.0448 0.7740
H -4.4411 1.8571 1.2393
H -4.1918 0.1615 1.6384
H -4.5375 1.3618 -1.1659
H -5.7309 0.3759 -0.3378
H -3.4643 -1.6700 0.5723
H -3.5334 -2.4995 -0.9739
H -5.9712 -1.6395 0.6806
H -5.3811 -3.2804 0.4372
H -6.0488 -2.3658 -0.9276
*
```

Charges in e, computed with natural (NBO), in the same order as the atoms: C -0.248; O -0.534; C -0.061; C -0.433; C -0.402; C -0.397; C -0.674; S 2.312; O -0.989; O -0.981; N -1.250; S 2.183; O -0.975; O -1.018; H 0.155; H 0.163; H 0.190; H 0.154; H 0.192; H 0.193; H 0.213; H 0.201; H 0.193; H 0.222; H 0.208; H 0.233; H 0.241; H -0.084; C -0.644; C -0.060; O -0.543; C -0.064; C -0.662; H 0.206; H 0.205; H 0.209; H 0.174; H 0.160; H 0.154; H 0.193; H 0.185; H 0.276; H 0.204; C -0.650; C -0.064; O -0.539; C -0.065; C -0.644; H 0.236; H 0.219; H 0.201; H 0.182; H 0.150; H 0.170; H 0.183; H 0.203; H 0.211; H 0.206